Record 1
# AgBr

AgBr as an isolated structure at a distorted geometry (the ωB97M-V functional and the def2-TZVPD basis, OMol25).

```
2
Properties=species:S:1:pos:R:3:lowdin_spin:R:1
Ag 0.262 0.785 0.783 0.08
Br -0.262 -0.785 -0.783 0.92
```

Its HOMO energy (spin up / spin down) is -17.250 / -16.889 eV. The calculation puts the lowest unoccupied orbital energy (spin up / spin down) at -6.412 / -9.761 eV. The energy relative to the best compared isomer or geometry (same formula, charge and spin) comes out at 7.0 kcal/mol. As for the charge: +1. The multiplicity is 2. For the gap between HOMO and LUMO (spin up / spin down), the calculation gives 10.837 / 7.128 eV.

Record 2
# AgH12O6

AgH12O6 as an isolated structure at a distorted geometry (the ωB97M-V functional and the def2-TZVPD basis, OMol25).

```
19
Properties=species:S:1:pos:R:3:nbo_charge:R:1
Ag -19.855 0.837 12.554 0.90
O -17.951 2.381 12.526 -0.96
H -17.269 1.741 12.346 0.48
H -17.764 2.813 13.389 0.50
O -21.069 -1.154 11.933 -0.98
H -20.998 -1.113 10.979 0.49
H -20.592 -1.988 12.224 0.50
O -18.138 -0.464 13.424 -0.97
H -18.152 -0.641 14.399 0.50
H -17.168 -0.238 13.380 0.48
O -21.750 1.857 11.641 -0.98
H -22.036 2.754 11.752 0.50
H -22.328 1.393 11.001 0.50
O -20.854 0.516 14.561 -0.98
H -21.165 -0.380 14.834 0.50
H -21.686 1.003 14.401 0.50
O -19.270 1.102 9.851 -0.95
H -19.893 1.218 9.182 0.47
H -18.786 1.920 9.800 0.48
```

Its HOMO energy is -12.801 eV. The calculation puts the lowest unoccupied orbital energy at -3.336 eV. The energy relative to the best compared isomer or geometry (same formula, charge and spin) comes out at 7.0 kcal/mol. As for the charge: +1. For the gap between HOMO and LUMO, the calculation gives 9.466 eV.

Record 3
# AgH14O7

AgH14O7 as an isolated structure (the ωB97M-V functional and the def2-TZVPD basis, OMol25).

```
22
Properties=species:S:1:pos:R:3:lowdin_spin:R:1
Ag 0.021 -0.217 -0.118 0.00
O -3.427 -0.367 -0.636 0.20
H -4.049 -0.847 -1.182 0.00
H -3.962 0.015 0.059 0.00
O 1.042 1.215 2.745 0.04
H 1.040 0.792 3.603 0.00
H 1.915 1.601 2.670 0.00
O 1.657 2.459 -1.733 0.09
H 1.735 3.363 -1.428 0.00
H 2.369 2.356 -2.364 0.00
O -0.992 -3.517 1.435 0.14
H -1.153 -3.471 2.377 0.00
H -1.035 -4.451 1.229 0.00
O -1.923 3.711 0.450 0.36
H -2.099 4.271 1.206 0.00
H -2.237 4.214 -0.301 0.00
O -0.015 -1.825 -3.247 0.07
H -0.380 -1.591 -4.101 0.00
H 0.586 -2.546 -3.432 0.00
O 3.345 -1.532 0.745 0.06
H 3.280 -2.182 1.444 0.00
H 4.284 -1.452 0.578 0.00
```

Its HOMO energy (spin up / spin down) is -17.683 / -16.931 eV. The calculation puts the lowest unoccupied orbital energy (spin up / spin down) at -8.094 / -14.655 eV. The energy relative to the best compared isomer or geometry (same formula, charge and spin) comes out at 100.5 kcal/mol. As for the charge: +2. The multiplicity is 2. For the gap between HOMO and LUMO (spin up / spin down), the calculation gives 9.589 / 2.276 eV.

Record 4
# ArH18O9

ArH18O9 as an isolated structure (the ωB97M-V functional and the def2-TZVPD basis, OMol25).

```
28
Properties=species:S:1:pos:R:3:nbo_charge:R:1
Ar -2.173 -17.739 -15.188 0.00
O -1.021 -14.381 -15.565 -0.96
H -0.370 -15.071 -15.690 0.48
H -1.277 -14.457 -14.646 0.46
O -4.973 -18.183 -17.608 -0.93
H -5.246 -18.697 -16.848 0.46
H -4.965 -18.810 -18.332 0.47
O -5.879 -19.108 -14.841 -0.96
H -5.827 -19.931 -15.328 0.48
H -6.817 -18.939 -14.757 0.50
O 1.066 -16.019 -15.418 -0.95
H 1.894 -15.540 -15.454 0.49
H 1.211 -16.701 -14.761 0.50
O -5.022 -16.540 -14.244 -0.96
H -4.795 -16.834 -13.362 0.47
H -5.159 -17.348 -14.738 0.49
O -4.151 -14.164 -15.880 -0.97
H -3.212 -14.064 -15.723 0.47
H -4.411 -14.900 -15.327 0.48
O 0.413 -16.796 -17.957 -0.96
H 0.734 -16.097 -18.526 0.46
H 0.585 -16.481 -17.069 0.48
O -2.977 -21.054 -14.288 -0.94
H -2.428 -21.104 -15.070 0.48
H -3.808 -20.697 -14.600 0.45
O -1.561 -20.215 -17.198 -0.96
H -2.163 -19.474 -17.129 0.48
H -0.948 -19.962 -17.889 0.48
```

Its HOMO energy is -10.027 eV. The calculation puts the lowest unoccupied orbital energy at -0.096 eV. The energy relative to the best compared isomer or geometry (same formula, charge and spin) comes out at 16.7 kcal/mol. For the gap between HOMO and LUMO, the calculation gives 9.931 eV.

Record 5
# ArH18O9

ArH18O9 as an isolated structure (the ωB97M-V functional and the def2-TZVPD basis, OMol25).

```
28
Properties=species:S:1:pos:R:3:nbo_charge:R:1
Ar 2.317 18.501 10.119 0.00
O 3.859 21.672 9.777 -0.96
H 3.886 20.825 9.333 0.50
H 2.953 21.967 9.676 0.46
O 2.953 20.957 12.564 -0.97
H 2.113 21.377 12.745 0.47
H 3.087 21.082 11.624 0.48
O 0.589 16.144 9.127 -0.97
H -0.341 16.064 9.339 0.48
H 1.033 16.098 9.974 0.49
O 3.787 19.618 7.785 -0.96
H 3.147 18.926 7.623 0.50
H 3.568 20.302 7.152 0.47
O 0.846 17.792 14.057 -0.94
H 1.583 17.729 14.665 0.47
H 1.173 17.411 13.242 0.47
O 1.925 15.822 11.751 -0.97
H 2.021 14.893 11.537 0.48
H 2.592 15.984 12.418 0.49
O 4.390 18.056 12.945 -0.96
H 4.104 18.966 12.876 0.50
H 4.541 17.782 12.040 0.47
O 0.764 19.896 7.096 -0.95
H 0.047 20.165 7.671 0.48
H 0.625 20.394 6.291 0.48
O 1.804 17.280 6.600 -0.98
H 1.577 16.950 7.470 0.49
H 1.303 18.091 6.513 0.48
```

Its HOMO energy is -11.049 eV. The calculation puts the lowest unoccupied orbital energy at -0.082 eV. The energy relative to the best compared isomer or geometry (same formula, charge and spin) comes out at 3.8 kcal/mol. For the gap between HOMO and LUMO, the calculation gives 10.968 eV.

Record 6
# ArH22O11

ArH22O11 as an isolated structure at a distorted geometry (the ωB97M-V functional and the def2-TZVPD basis, OMol25).

```
34
Properties=species:S:1:pos:R:3:nbo_charge:R:1
Ar -15.419 -15.315 4.864 0.00
O -15.188 -12.600 7.391 -0.97
H -15.763 -12.371 8.121 0.47
H -15.715 -12.435 6.609 0.50
O -15.524 -18.098 7.013 -0.95
H -14.639 -17.992 6.665 0.48
H -15.408 -18.114 7.963 0.49
O -14.628 -17.162 1.810 -0.96
H -14.272 -17.084 0.925 0.46
H -15.454 -16.678 1.779 0.49
O -12.060 -15.766 6.700 -0.96
H -12.194 -15.014 6.124 0.50
H -12.187 -16.528 6.135 0.46
O -17.196 -18.301 4.974 -0.97
H -16.652 -18.114 5.739 0.49
H -18.094 -18.259 5.302 0.46
O -18.547 -13.893 5.526 -0.98
H -19.025 -13.142 5.877 0.46
H -18.298 -14.401 6.298 0.49
O -14.574 -15.229 8.259 -1.00
H -13.892 -15.513 7.650 0.49
H -14.808 -14.349 7.965 0.49
O -17.794 -15.251 7.817 -0.95
H -17.839 -14.532 8.448 0.47
H -16.858 -15.425 7.718 0.50
O -16.506 -11.297 5.291 -0.94
H -15.799 -10.665 5.165 0.48
H -16.550 -11.777 4.464 0.48
O -17.168 -16.104 2.366 -0.95
H -17.207 -15.150 2.426 0.47
H -17.175 -16.403 3.275 0.50
O -12.154 -13.359 5.286 -0.94
H -11.252 -13.328 4.969 0.48
H -12.667 -12.948 4.590 0.48
```

Its HOMO energy is -10.709 eV. The calculation puts the lowest unoccupied orbital energy at -0.144 eV. The energy relative to the best compared isomer or geometry (same formula, charge and spin) comes out at 13.8 kcal/mol. For the gap between HOMO and LUMO, the calculation gives 10.565 eV.

| no. | total energy (eV) |
| --- | --- |
| 1 | -74031.8863 |
| 2 | -16472.8772 |
| 3 | -18537.2581 |
| 4 | -33073.9583 |
| 5 | -33074.5175 |
| 6 | -37234.7262 |